1.
{
  "formula": "C14H23N4O3",
  "method": "ωB97M-V/def2-TZVPD",
  "symbols": ["C", "O", "C", "C", "C", "C", "C", "N", "C", "N", "N", "C", "H", "H", "H", "H", "H", "H", "H", "H", "H", "H", "H", "H", "H", "H", "H", "H", "H", "H", "C", "C", "C", "C", "C", "C", "N", "O", "O", "H", "H", "H", "H", "H"],
  "xyz": [[5.2828, -0.1066, 0.4383], [5.3647, 0.7723, -0.6812], [4.4552, 1.8653, -0.6004], [3.1885, 1.7099, -1.5481], [2.3550, 0.3939, -1.2232], [1.5160, 0.6581, 0.1186], [1.3895, -0.7240, 0.8627], [0.2116, -0.7539, 1.8324], [-0.0514, 0.6466, 2.0836], [0.3906, 1.2596, 3.1496], [-0.7924, 1.3184, 1.0430], [0.0560, 1.1567, -0.1937], [6.2996, -0.3551, 0.8515], [4.6602, 0.2740, 1.2888], [4.8247, -1.0949, 0.1285], [5.0056, 2.7691, -0.9927], [4.1294, 2.1325, 0.4379], [2.5186, 2.5915, -1.3262], [3.5747, 1.7259, -2.5953], [3.0394, -0.4659, -0.9835], [1.6103, 0.1449, -2.0173], [2.1314, 1.4133, 0.6891], [1.1629, -1.4957, 0.0736], [2.3307, -1.0439, 1.3875], [0.5189, -1.2201, 2.6899], [1.1321, 0.7904, 3.6714], [0.0747, 2.1901, 3.4160], [-1.7050, 0.8563, 0.9305], [-0.4269, 0.3648, -0.8378], [0.1333, 2.1338, -0.7462], [-4.6543, -2.9721, -1.9029], [-3.5247, -2.7051, -1.1369], [-3.4777, -1.5695, -0.3406], [-4.5716, -0.7099, -0.3165], [-5.7016, -0.9654, -1.0844], [-5.7387, -2.1023, -1.8802], [-4.5392, 0.4755, 0.5388], [-3.5234, 0.6881, 1.1907], [-5.5167, 1.1822, 0.5623], [-4.6900, -3.8628, -2.5194], [-2.6821, -3.3853, -1.1589], [-2.5935, -1.3717, 0.2525], [-6.5521, -0.2961, -1.0712], [-6.6148, -2.3131, -2.4805]],
  "gap_ev": 8.488,
  "e_above_lowest_kcal_mol": 0.00,
  "total_charge": 1
}



2.
{
  "formula": "C14H24BF10N3O8PTi",
  "method": "ωB97M-V/def2-TZVPD",
  "symbols": ["Ti", "O", "C", "C", "N", "C", "C", "O", "O", "C", "C", "O", "O", "H", "H", "H", "H", "H", "H", "H", "H", "H", "F", "P", "F", "F", "F", "F", "F", "C", "O", "C", "O", "H", "H", "H", "F", "B", "F", "F", "F", "C", "N", "C", "C", "C", "N", "C", "C", "O", "H", "H", "H", "H", "H", "H", "H", "H", "H", "H", "H", "H"],
  "xyz": [[-0.2568, -0.6530, -0.2316], [-1.8820, -1.2824, 1.4023], [-2.4265, -0.5784, 2.4948], [-1.3324, 0.1668, 3.2551], [-0.4232, 0.7901, 2.3225], [-0.8947, 2.0513, 1.7958], [-0.2744, 2.3710, 0.4295], [0.0810, 3.5280, 0.2086], [-0.2068, 1.3951, -0.3874], [0.9721, 0.7957, 2.7031], [1.8861, -0.1392, 1.8906], [3.0304, -0.2878, 2.2805], [1.3754, -0.6706, 0.8334], [-1.2417, -1.9289, 1.7691], [-3.1748, 0.1047, 2.0889], [-2.9390, -1.2773, 3.1655], [-1.7919, 0.9004, 3.9409], [-0.7755, -0.5532, 3.8580], [-1.9742, 1.9826, 1.6327], [-0.6999, 2.8924, 2.4777], [1.3908, 1.8006, 2.5831], [1.1102, 0.5262, 3.7541], [-2.2158, -0.4795, -1.2207], [-3.2688, -1.6389, -1.9672], [-3.5919, -0.5317, -3.0809], [-2.0181, -2.1499, -2.8252], [-4.2600, -2.6971, -2.6568], [-4.4544, -1.0494, -1.0447], [-2.8858, -2.6671, -0.8021], [1.6179, -2.3104, -3.6702], [1.5272, -1.7852, -2.3622], [0.6558, -0.7448, -2.1616], [0.1967, -0.1788, -3.1334], [2.2920, -3.1643, -3.6092], [2.0150, -1.5766, -4.3775], [0.6352, -2.6310, -4.0262], [1.6808, -3.8893, 1.0192], [0.3303, -3.6935, 1.0557], [-0.3866, -4.8707, 0.9562], [-0.0523, -3.0113, 2.2618], [-0.0911, -2.8143, -0.0360], [3.6064, 2.1608, 0.1288], [3.4316, 2.9394, -1.0816], [3.0271, 4.3243, -0.9265], [3.4795, 5.0747, -2.1644], [2.7906, 4.4726, -3.3848], [2.4400, 3.0833, -3.1845], [1.8471, 2.4307, -4.3291], [2.9953, 2.2725, -2.2079], [3.0547, 1.0645, -2.3325], [4.5042, 2.4809, 0.6651], [3.7004, 1.1097, -0.1273], [2.7417, 2.2861, 0.7854], [3.5105, 4.7226, -0.0316], [1.9425, 4.3918, -0.7853], [4.5627, 4.9579, -2.2530], [3.2590, 6.1419, -2.0914], [3.4394, 4.5734, -4.2696], [1.8673, 5.0190, -3.6117], [2.5727, 2.2983, -5.1458], [1.0256, 3.0518, -4.6953], [1.4539, 1.4591, -4.0406]],
  "gap_ev": [7.071, 7.239],
  "e_above_lowest_kcal_mol": 35.35,
  "total_charge": -2,
  "multiplicity": 2
}



3.
{
  "formula": "C14H24BF10N3O8PTi",
  "method": "ωB97M-V/def2-TZVPD",
  "symbols": ["Ti", "O", "C", "C", "N", "C", "C", "O", "O", "C", "C", "O", "O", "H", "H", "H", "H", "H", "H", "H", "H", "H", "F", "P", "F", "F", "F", "F", "F", "C", "O", "C", "O", "H", "H", "H", "F", "B", "F", "F", "F", "C", "N", "C", "C", "C", "N", "C", "C", "O", "H", "H", "H", "H", "H", "H", "H", "H", "H", "H", "H", "H"],
  "xyz": [[0.5225, -0.0954, -0.0913], [-1.2001, -3.4084, 0.7544], [-1.8552, -2.7729, 1.8275], [-1.0266, -1.7516, 2.5950], [-0.7658, -0.4450, 1.9610], [-0.0921, 0.4000, 2.9455], [0.5838, 1.5972, 2.2908], [0.6677, 2.6603, 2.8682], [1.0646, 1.3196, 1.1139], [-1.9864, 0.1677, 1.4294], [-2.3347, -0.4784, 0.0809], [-3.4870, -0.5920, -0.2840], [-1.2821, -0.8935, -0.5674], [-1.0187, -2.7353, 0.0779], [-2.0852, -3.5636, 2.5477], [-2.8147, -2.3464, 1.5139], [-0.0573, -2.1909, 2.8322], [-1.5681, -1.5649, 3.5392], [0.7103, -0.1944, 3.3907], [-0.7682, 0.7361, 3.7406], [-1.7969, 1.2271, 1.2336], [-2.8395, 0.0884, 2.1139], [3.5379, 0.1367, -0.5544], [5.1425, 0.2602, -0.8023], [5.4055, 0.2535, 0.7862], [4.8777, 0.2768, -2.4132], [5.0203, 1.8783, -0.7828], [5.2624, -1.3527, -0.8436], [6.7412, 0.3883, -1.0752], [2.1554, -4.0650, -0.1931], [1.5230, -2.8180, -0.4607], [1.5034, -1.9153, 0.5944], [1.9670, -2.2607, 1.6631], [2.2609, -4.5664, -1.1544], [1.5427, -4.6690, 0.4804], [3.1341, -3.9074, 0.2579], [-2.5740, 2.9553, -1.5181], [-1.3921, 2.4596, -2.0494], [-0.6126, 3.4901, -2.5985], [-1.6524, 1.5018, -3.0489], [-0.6369, 1.8227, -0.9978], [-0.4297, -1.5466, -3.6920], [0.3434, -0.3845, -4.1036], [-0.0743, 0.2435, -5.3405], [0.9709, 1.2485, -5.7801], [1.1974, 2.2373, -4.6554], [1.4703, 1.5479, -3.4098], [2.1236, 2.3607, -2.3876], [0.9655, 0.3395, -3.1352], [1.0930, -0.1661, -1.9950], [-0.4925, -2.2289, -4.5422], [-1.4329, -1.2569, -3.3701], [0.0660, -2.0469, -2.8662], [-1.0446, 0.7332, -5.2028], [-0.1919, -0.5463, -6.0870], [0.6382, 1.7748, -6.6768], [1.9034, 0.7285, -6.0121], [0.3214, 2.8827, -4.5167], [2.0581, 2.8745, -4.8695], [1.6538, 3.3442, -2.3862], [3.1913, 2.4343, -2.5920], [2.0052, 1.9267, -1.4044]],
  "gap_ev": [7.344, 7.869],
  "e_above_lowest_kcal_mol": 0.00,
  "total_charge": -2,
  "multiplicity": 2
}



4.
{
  "formula": "C14H24BF5N3O12S",
  "method": "ωB97M-V/def2-TZVPD",
  "symbols": ["N", "B", "O", "C", "N", "C", "C", "N", "S", "O", "O", "C", "F", "F", "C", "F", "F", "F", "H", "H", "H", "H", "H", "H", "C", "O", "C", "O", "O", "C", "H", "H", "H", "H", "H", "H", "C", "O", "C", "O", "O", "C", "H", "H", "H", "H", "H", "H", "C", "O", "C", "O", "O", "C", "H", "H", "H", "H", "H", "H"],
  "xyz": [[-5.1095, -7.7476, 2.9822], [-4.4371, -6.5731, 3.5072], [-3.9621, -6.5697, 4.7870], [-4.2291, -5.1790, 2.6705], [-3.2314, -4.9136, 1.8334], [-3.3345, -3.6248, 1.3238], [-4.4344, -3.0840, 1.8761], [-4.9958, -4.0662, 2.6951], [-6.4455, -3.6770, 3.5399], [-7.0628, -2.6385, 2.7845], [-6.1734, -3.2785, 4.8745], [-7.6562, -5.0848, 3.5052], [-7.3512, -6.0186, 4.4072], [-8.7953, -4.5394, 3.9071], [-7.9231, -5.7079, 2.0911], [-8.3413, -6.9539, 2.2367], [-8.8224, -4.9886, 1.4604], [-6.8101, -5.7341, 1.3351], [-6.1164, -7.6111, 2.9715], [-4.8045, -7.9471, 2.0314], [-3.0155, -6.7699, 4.8076], [-2.4875, -5.5516, 1.5904], [-2.6584, -3.1705, 0.6188], [-4.8230, -2.0915, 1.7321], [-0.3656, 0.2973, -3.3947], [0.8399, -0.1220, -2.7421], [0.6807, -1.1986, -1.9711], [-0.3543, -1.7953, -1.8027], [1.8515, -1.5047, -1.4204], [1.8336, -2.6447, -0.5640], [-0.1128, 1.1731, -3.9853], [-0.7352, -0.4832, -4.0565], [-1.1239, 0.5691, -2.6632], [1.5424, -3.5363, -1.1172], [1.1626, -2.4807, 0.2783], [2.8452, -2.7732, -0.1906], [5.9546, 4.2724, -2.5752], [5.4100, 3.1953, -3.3431], [4.7682, 2.2769, -2.6244], [4.6210, 2.2893, -1.4291], [4.3157, 1.3399, -3.4559], [3.5993, 0.2808, -2.8088], [6.4461, 4.9458, -3.2712], [5.1656, 4.8158, -2.0592], [6.6900, 3.9021, -1.8630], [2.7374, 0.6709, -2.3021], [4.2493, -0.2415, -2.1077], [3.2839, -0.4135, -3.5806], [7.9126, 9.1118, -1.3418], [6.8270, 9.8196, -0.7409], [5.6432, 9.2253, -0.8753], [5.4352, 8.1833, -1.4408], [4.7279, 9.9846, -0.2752], [3.3994, 9.4654, -0.3414], [8.8088, 9.6982, -1.1612], [8.0314, 8.1306, -0.8853], [7.7612, 9.0152, -2.4155], [3.3395, 8.4980, 0.1544], [3.0699, 9.3825, -1.3757], [2.7594, 10.1718, 0.1797]],
  "gap_ev": 7.937,
  "e_above_lowest_kcal_mol": 0.00,
  "total_charge": 1
}



5.
{
  "formula": "C14H24BNO28S5",
  "method": "ωB97M-V/def2-TZVPD",
  "symbols": ["N", "H", "H", "H", "H", "O", "C", "O", "B", "O", "C", "O", "O", "C", "O", "C", "O", "O", "C", "C", "O", "S", "O", "O", "O", "H", "H", "H", "H", "C", "C", "O", "S", "O", "O", "O", "H", "H", "H", "H", "C", "C", "O", "S", "O", "O", "O", "H", "H", "H", "H", "C", "C", "O", "S", "O", "O", "O", "H", "H", "H", "H", "C", "C", "O", "S", "O", "O", "O", "H", "H", "H", "H"],
  "xyz": [[-1.6149, -1.7824, 7.6652], [-2.2283, -0.9804, 7.6399], [-1.2675, -1.9443, 8.5997], [-0.9066, -1.7915, 6.9452], [-2.3229, -2.4373, 7.3654], [-0.9790, -3.9018, 0.8843], [-0.3705, -2.9629, 0.3793], [-0.2949, -2.5369, -0.8896], [0.4391, -1.3165, -1.0430], [0.7657, -0.9363, 0.3311], [0.4582, -1.8764, 1.1562], [0.6289, -1.9102, 2.3449], [1.5958, -1.4932, -1.8960], [1.5943, -0.5941, -2.8511], [2.6063, -0.3190, -3.5874], [0.2799, 0.2182, -2.6958], [-0.3861, -0.2615, -1.7419], [-0.0453, 1.2036, -3.3123], [-3.3321, 4.8658, 2.4151], [-2.7091, 3.6449, 1.8645], [-3.5748, 2.6211, 2.2119], [-4.1933, 2.8168, 3.7609], [-3.3322, 2.1494, 4.7760], [-5.6653, 2.4530, 3.7846], [-3.9346, 4.4681, 3.6521], [-4.1197, 5.3149, 1.8100], [-2.5349, 5.5704, 2.6522], [-1.6696, 3.4880, 2.1522], [-2.6843, 3.5880, 0.7763], [8.3538, -2.0859, -5.0835], [8.7453, -3.2373, -4.1213], [9.6040, -3.9942, -4.8155], [10.4846, -3.1724, -6.0452], [10.0151, -3.6886, -7.3504], [11.9087, -3.0618, -5.7491], [9.6526, -1.7505, -5.5978], [7.9673, -1.1573, -4.6636], [7.7177, -2.4207, -5.9029], [7.9421, -3.9300, -3.8699], [9.2214, -2.7621, -3.2636], [2.1707, 6.5363, -3.3897], [3.4793, 7.4575, -3.1371], [3.7511, 7.4645, -1.7032], [2.4480, 6.8570, -0.9246], [1.4300, 7.9023, -0.8976], [2.7635, 6.2022, 0.2756], [2.0154, 5.8286, -2.1790], [2.4845, 5.9504, -4.2536], [1.2601, 7.0712, -3.6593], [3.1712, 8.4939, -3.2748], [4.3633, 7.4579, -3.7747], [-2.4715, -8.3695, 8.1602], [-2.9461, -7.1221, 7.3503], [-3.0965, -6.0613, 8.2504], [-3.2856, -6.6522, 9.7712], [-4.6568, -6.5955, 10.2434], [-2.1715, -6.3186, 10.6422], [-3.1818, -8.2122, 9.3732], [-1.4563, -8.2843, 8.5479], [-2.7116, -9.3309, 7.7062], [-3.9248, -7.4519, 7.0018], [-2.4105, -6.7235, 6.4888], [-4.5325, 1.3143, -6.7038], [-5.3510, 2.6661, -6.7247], [-6.5371, 2.2448, -5.9683], [-6.1702, 1.4415, -4.5983], [-7.2292, 0.5442, -4.1418], [-5.4892, 2.2697, -3.6393], [-4.9962, 0.6160, -5.5222], [-3.4805, 1.4727, -6.4662], [-4.6855, 0.7544, -7.6264], [-5.5477, 3.0320, -7.7325], [-4.8201, 3.4472, -6.1807]],
  "gap_ev": 6.133,
  "e_above_lowest_kcal_mol": 168.86,
  "total_charge": 0
}



| no. | molecular weight (Da) |
| --- | --- |
| 1 | 295.4 |
| 2 | 642.0 |
| 3 | 642.0 |
| 4 | 564.2 |
| 5 | 825.5 |